DFT (the ωB97M-V functional and the def2-TZVPD basis) results for C38H28AsMnN2OS4 as an isolated structure in a non-equilibrium geometry.

The geometry in XYZ format:
```
75
Properties=species:S:1:pos:R:3:mulliken_charge:R:1
Mn -18.978 -3.175 -8.691 0.24
S -17.358 -4.449 -7.529 -0.08
C -15.890 -3.863 -8.382 1.13
C -14.699 -4.178 -7.776 -0.78
C -13.525 -3.742 -8.350 -0.78
C -13.511 -3.037 -9.553 -0.99
C -14.735 -2.714 -10.152 -0.67
C -15.925 -3.070 -9.543 0.07
S -17.463 -2.623 -10.223 0.60
C -17.439 -0.833 -9.992 -0.69
C -18.923 -0.404 -9.854 0.32
C -19.421 0.805 -10.241 -1.10
C -20.686 1.213 -9.772 -0.52
C -21.327 0.426 -8.908 -0.95
C -20.873 -0.870 -8.652 0.55
C -21.747 -1.759 -7.824 -0.76
S -20.891 -3.350 -7.352 -0.15
C -20.273 -3.001 -5.756 -0.23
C -21.187 -3.146 -4.706 -0.51
C -20.812 -2.891 -3.392 -0.69
C -19.492 -2.660 -3.068 -0.71
C -18.551 -2.578 -4.098 -0.60
C -18.931 -2.680 -5.409 1.11
S -17.708 -2.554 -6.646 -0.18
N -19.702 -1.303 -9.159 0.37
H -14.719 -4.793 -6.870 0.52
H -12.605 -4.055 -7.871 0.48
H -12.605 -2.652 -10.023 0.51
H -14.787 -2.108 -11.034 0.60
H -16.945 -0.384 -10.902 0.62
H -16.982 -0.465 -9.055 0.44
H -18.825 1.458 -10.840 0.56
H -21.136 2.133 -10.050 0.51
H -22.308 0.706 -8.466 0.46
H -22.628 -2.070 -8.436 0.48
H -22.013 -1.225 -6.928 0.67
H -22.226 -3.396 -4.929 0.51
H -21.577 -2.865 -2.617 0.43
H -19.207 -2.536 -2.054 0.47
H -17.499 -2.550 -3.902 0.52
C -22.020 -9.190 -11.951 -0.47
C -21.088 -9.244 -10.896 -1.00
C -20.226 -8.167 -10.702 -0.31
C -20.244 -7.090 -11.595 0.51
C -21.188 -7.077 -12.661 -0.09
C -22.109 -8.083 -12.755 -0.78
As -19.001 -5.768 -11.232 1.18
C -17.326 -6.385 -10.631 0.73
C -17.140 -7.278 -9.606 0.04
C -15.874 -7.818 -9.471 -1.25
C -14.826 -7.386 -10.311 -0.83
C -15.057 -6.478 -11.315 -0.28
C -16.307 -5.951 -11.511 -0.16
C -16.850 -4.977 -12.544 0.46
C -16.032 -4.227 -13.377 -0.90
C -16.589 -3.308 -14.306 -0.82
C -17.989 -3.162 -14.414 -0.91
C -18.772 -3.866 -13.500 -0.55
C -18.200 -4.742 -12.586 0.43
H -22.660 -9.989 -12.187 0.47
H -21.035 -10.115 -10.274 0.45
H -19.554 -8.212 -9.861 0.19
H -21.199 -6.331 -13.449 0.40
H -22.860 -8.099 -13.570 0.39
H -17.902 -7.453 -8.843 0.53
H -15.579 -8.412 -8.645 0.47
H -13.804 -7.637 -10.044 0.44
H -14.244 -6.164 -11.948 0.48
H -14.945 -4.223 -13.293 0.45
H -15.915 -2.704 -14.887 0.49
H -18.482 -2.493 -15.158 0.42
H -19.834 -3.752 -13.490 0.57
O -22.192 -4.880 -9.743 -0.36
C -21.076 -4.723 -9.926 1.04
N -19.853 -4.587 -10.036 -0.19
```

Results
Highest occupied orbital energy (alpha / beta)   -0.6060 / -0.6057 Eh
Multiplicity   2
Charge   +3
HOMO-LUMO gap (alpha / beta)   0.2851 / 0.2872 Ha

=====

DFT (the ωB97M-V functional and the def2-TZVPD basis) results for C38H28Cl5INaPS2 as an isolated structure in a non-equilibrium geometry.

The geometry in XYZ format:
```
76
Properties=species:S:1:pos:R:3:mulliken_charge:R:1
Na 1.053 1.819 -0.042 0.43
C 4.533 0.229 0.344 -0.27
C 4.614 1.314 1.201 -0.50
C 3.980 1.263 2.431 -0.35
C 3.261 0.139 2.798 -0.40
C 3.181 -0.944 1.939 0.03
C 3.834 -0.905 0.719 -0.54
H 5.020 0.254 -0.619 0.33
H 5.168 2.196 0.913 0.37
H 4.053 2.097 3.115 0.34
H 2.761 0.100 3.756 0.38
H 2.617 -1.819 2.230 0.26
H 3.812 -1.759 0.057 0.39
C 1.382 1.357 -5.030 -1.61
C 1.078 1.778 -3.611 0.10
S 1.524 0.604 -2.434 -0.10
C 0.543 2.998 -3.343 0.45
C 0.356 4.056 -4.398 -1.51
S 0.031 3.529 -1.779 -0.34
H 1.574 0.286 -5.049 0.29
H 2.266 1.872 -5.410 0.28
H 0.550 1.571 -5.705 0.33
H 0.238 3.647 -5.399 0.36
H 1.224 4.719 -4.400 0.23
H -0.516 4.658 -4.146 0.30
I -2.136 1.475 -0.959 0.19
C -3.757 0.331 -0.150 -0.37
C -4.911 1.041 0.120 -0.70
C -6.075 0.392 0.513 -0.67
C -6.104 -0.980 0.571 -0.82
C -4.942 -1.735 0.321 1.01
C -4.990 -3.141 0.329 -0.81
C -3.851 -3.883 0.094 -1.16
C -2.636 -3.243 -0.064 -0.31
C -2.527 -1.852 -0.042 0.49
P -0.822 -1.191 0.061 0.83
C -0.270 -2.307 1.434 0.71
C 0.300 -3.578 1.398 0.15
C 0.670 -4.209 2.574 -0.77
C 0.484 -3.593 3.802 -0.51
C -0.098 -2.335 3.851 -0.52
C -0.467 -1.710 2.679 -0.94
C -0.183 -2.045 -1.416 0.99
C 1.132 -2.493 -1.430 -0.27
C 1.632 -3.158 -2.529 -0.43
C 0.833 -3.336 -3.648 -0.69
C -0.449 -2.813 -3.673 -0.64
C -0.964 -2.181 -2.558 -0.65
C -3.705 -1.063 0.050 0.23
H -4.916 2.114 -0.009 0.39
H -6.971 0.965 0.719 0.36
H -7.022 -1.505 0.811 0.32
H -5.940 -3.630 0.507 0.33
H -3.897 -4.967 0.069 0.40
H -1.744 -3.838 -0.200 0.31
H 0.460 -4.084 0.451 0.30
H 1.119 -5.195 2.533 0.36
H 0.800 -4.084 4.714 0.35
H -0.247 -1.832 4.796 0.44
H -0.917 -0.725 2.706 0.13
H 1.746 -2.289 -0.566 0.12
H 2.650 -3.529 -2.521 0.37
H 1.223 -3.866 -4.507 0.32
H -1.053 -2.894 -4.568 0.38
H -1.971 -1.782 -2.570 0.38
Cl 3.299 4.582 0.199 -0.19
C 2.106 4.597 1.435 0.89
C 1.486 3.385 1.728 -1.42
C 0.548 3.499 2.747 1.12
Cl -0.299 2.065 3.191 -0.24
C 0.243 4.662 3.441 -0.45
Cl -0.919 4.680 4.730 -0.23
C 0.895 5.836 3.091 0.56
Cl 0.548 7.308 3.923 -0.25
C 1.834 5.803 2.068 -0.38
Cl 2.632 7.270 1.622 -0.24
```

Results
Highest occupied orbital energy   0.0024 Eh
ΔE to the lowest compared entry with this formula, charge and spin   19.61 kJ/mol
Multiplicity   1
Charge   -2
HOMO-LUMO gap   0.1352 Ha

=====

DFT (the ωB97M-V functional and the def2-TZVPD basis) results for C38H28GeN4O4PdS as an isolated structure in a non-equilibrium geometry.

The geometry in XYZ format:
```
77
Properties=species:S:1:pos:R:3:mulliken_charge:R:1
Pd 0.220 0.951 -1.041 0.50
O 2.507 -1.006 -4.161 -0.71
C 1.833 -0.260 -3.470 -0.12
O 1.876 -0.116 -2.201 -0.49
C 0.774 0.625 -4.134 0.42
C 0.594 0.755 -5.500 -0.45
C -0.429 1.577 -5.954 -0.31
C -1.260 2.204 -5.034 -0.72
C -1.025 1.999 -3.686 0.60
N -0.010 1.252 -3.270 0.55
C -1.906 2.507 -2.548 -0.15
O -2.600 3.500 -2.723 -0.69
O -1.812 1.795 -1.489 -0.62
H 1.254 0.220 -6.167 0.53
H -0.589 1.717 -7.016 0.43
H -2.084 2.838 -5.332 0.53
N -0.575 4.168 1.781 0.04
C -1.264 5.210 1.225 0.34
C -1.959 6.111 2.042 -0.82
C -2.670 7.145 1.480 -0.52
C -2.683 7.326 0.092 -0.69
C -1.984 6.468 -0.723 -0.71
C -1.277 5.397 -0.170 1.03
S -0.380 4.324 -1.187 -0.09
N 0.151 3.128 -0.254 -0.24
C 0.024 3.132 1.109 0.32
C 0.613 2.066 1.811 0.88
C 0.824 2.038 3.208 -0.64
C 1.665 1.097 3.735 -0.71
C 2.244 0.149 2.891 -1.12
C 1.868 0.108 1.547 0.39
N 1.077 1.061 1.015 0.14
H -0.609 4.100 2.784 0.04
H -1.929 5.983 3.117 0.41
H -3.223 7.823 2.116 0.39
H -3.239 8.148 -0.336 0.38
H -1.975 6.598 -1.798 0.42
H 0.354 2.760 3.861 0.21
H 1.879 1.090 4.796 0.44
H 2.929 -0.596 3.271 0.46
H 3.103 -1.586 1.216 0.83
C 2.307 -1.039 0.719 -1.12
Ge 0.789 -2.417 0.539 1.40
C -0.044 -2.997 -1.159 0.46
C 0.345 -4.201 -1.737 -0.48
C -0.275 -4.669 -2.887 -0.70
C -1.301 -3.944 -3.471 -0.63
C -1.706 -2.747 -2.899 -1.05
C -1.083 -2.281 -1.752 0.07
C 1.895 -3.899 1.253 -0.21
C 3.030 -4.238 0.511 -0.31
C 4.010 -5.058 1.045 -0.81
C 3.881 -5.539 2.342 -0.52
C 2.763 -5.205 3.090 -0.63
C 1.775 -4.394 2.547 -0.16
C -0.694 -1.917 1.768 0.23
C -2.026 -1.968 1.357 -0.38
C -3.057 -1.645 2.227 -0.85
C -2.778 -1.288 3.537 -0.60
C -1.461 -1.260 3.971 -0.94
C -0.433 -1.564 3.093 -0.07
H 2.642 -0.718 -0.263 0.36
H 1.137 -4.783 -1.283 0.34
H 0.043 -5.606 -3.325 0.41
H -1.786 -4.308 -4.367 0.39
H -2.515 -2.177 -3.340 0.44
H -1.435 -1.351 -1.310 0.41
H 3.151 -3.839 -0.492 0.46
H 4.885 -5.309 0.459 0.41
H 4.657 -6.161 2.770 0.37
H 2.667 -5.567 4.107 0.41
H 0.900 -4.141 3.137 0.43
H -2.275 -2.298 0.359 0.48
H -4.082 -1.681 1.880 0.43
H -3.583 -1.049 4.220 0.40
H -1.239 -1.005 5.000 0.43
H 0.589 -1.547 3.450 0.63
```

Results
Highest occupied orbital energy (alpha / beta)   -0.2325 / -0.3169 Eh
Multiplicity   5
HOMO-LUMO gap (alpha / beta)   0.2397 / 0.2298 Ha